# 1
20
Properties=species:S:1:pos:R:3:forces:R:3:lowdin_charge:R:1 method="wB97M-V/def2-TZVPD" charge=0 homo_lumo_gap_ha=0.3662 e_tot_ha=-2142.1577 e_above_lowest_kcal_mol=0.00 lumo_energy_ev=0.5
C -0.799 -0.829 -0.141 0.1 0.2 0.2 -0.629
C -0.324 0.296 -1.076 0.1 0.1 -0.3 -1.095
C 0.407 1.377 -0.306 0.0 -0.3 -0.1 -0.733
C 2.368 2.797 0.315 -0.1 0.0 0.0 -0.093
C -2.050 -2.751 0.435 0.0 -0.2 0.3 -0.107
C 1.673 1.734 -0.458 -0.2 0.0 0.0 -0.185
N -1.678 -1.769 -0.579 -0.5 -0.6 -0.6 -0.475
O -0.378 -0.867 0.994 0.1 0.0 -0.1 0.066
S -2.194 -2.135 -2.177 0.3 0.3 0.3 0.789
Cl -1.714 1.048 -1.918 0.0 0.2 0.0 0.627
Cl 0.723 -0.478 -2.286 0.2 0.0 -0.1 0.687
Cl -0.642 2.131 0.845 0.0 0.3 0.2 0.735
H 2.782 3.535 -0.371 0.1 0.1 0.0 0.081
H 3.196 2.360 0.872 0.1 0.0 0.0 0.084
H 1.694 3.289 1.009 0.1 0.1 0.0 0.045
H -1.159 -3.225 0.848 -0.1 0.0 0.0 0.092
H -2.580 -2.250 1.244 0.0 -0.1 0.1 0.094
H -2.687 -3.501 -0.024 0.0 0.1 0.0 0.062
H 2.271 1.223 -1.199 -0.1 -0.1 -0.1 0.079
H -3.364 -1.479 -2.133 0.0 0.0 0.0 -0.123



# 2
19
Properties=species:S:1:pos:R:3:forces:R:3:lowdin_charge:R:1 method="wB97M-V/def2-TZVPD" charge=0 homo_lumo_gap_ha=0.3264 e_tot_ha=-2149.3287 e_above_lowest_kcal_mol=15.73 lumo_energy_ev=0.3
C -0.839 -1.633 -1.299 0.1 -0.2 -0.3 -0.072
C -1.179 -0.765 -0.092 -0.1 0.5 0.0 -0.079
C -0.156 -0.359 -1.056 3.1 -0.4 1.2 -0.392
C 1.790 1.187 1.361 0.0 0.0 0.1 -0.177
C 1.970 -0.715 -0.271 -3.1 -0.4 -1.3 -1.195
C 2.594 0.530 0.260 0.5 0.3 0.2 -1.308
O -0.099 0.755 -1.779 -0.6 0.3 -0.2 0.041
Cl 2.796 -1.406 -1.655 0.0 -0.1 0.0 0.586
Cl 1.715 -1.919 0.970 0.1 -0.2 0.2 0.644
Cl 2.815 1.673 -1.084 0.0 0.3 -0.1 0.640
Cl 4.258 0.146 0.911 -0.2 0.1 0.0 0.569
H -0.331 -2.567 -1.112 0.2 0.0 0.1 0.095
H -1.533 -1.669 -2.130 0.0 0.1 0.0 0.114
H -2.108 -0.210 -0.072 0.0 0.0 -0.1 0.115
H -0.864 -1.128 0.873 0.1 -0.1 0.1 0.076
H 1.648 0.482 2.178 0.0 0.0 0.0 0.062
H 2.319 2.060 1.736 0.0 0.0 -0.1 0.078
H 0.823 1.491 0.970 -0.1 0.0 -0.1 0.081
H 0.314 0.602 -2.641 0.0 -0.2 0.2 0.122



# 3
20
Properties=species:S:1:pos:R:3:forces:R:3:lowdin_charge:R:1 method="wB97M-V/def2-TZVPD" charge=0 homo_lumo_gap_ha=0.2878 e_tot_ha=-1372.1614 e_above_lowest_kcal_mol=33.27 lumo_energy_ev=-1.5
C -0.766 1.232 -1.662 1.0 -0.4 0.3 -0.057
C 0.522 1.412 -1.200 0.4 1.3 -1.5 -0.063
C -1.858 0.643 -0.957 -1.1 -0.7 0.6 -0.185
C 1.051 1.031 0.062 -1.2 -0.8 0.4 -0.086
C -2.099 -0.370 -0.070 4.2 -0.3 -0.5 -0.600
C 1.192 -0.270 2.049 -1.4 2.2 0.4 -0.050
N 0.641 -0.039 0.705 0.6 1.4 -1.0 -0.163
O 2.220 -1.638 -0.335 0.6 -0.3 0.3 -0.268
O 0.187 -1.425 -1.575 -0.7 0.2 -0.3 -0.253
O 0.134 -2.465 0.639 -0.6 -1.0 0.3 -0.297
S 0.791 -1.628 -0.308 1.3 -0.2 -0.1 0.451
Cl -3.617 -0.711 0.472 -1.7 -0.2 0.6 0.736
H -1.158 1.634 -2.643 1.2 -0.1 1.2 0.142
H 1.202 2.063 -1.800 -0.7 -0.6 0.5 0.124
H -2.721 1.154 -1.326 -1.1 0.0 0.1 0.085
H 1.806 1.600 0.595 0.0 0.5 -0.3 0.142
H -1.270 -1.120 0.330 -2.5 1.8 -0.9 0.064
H 2.255 -0.378 1.914 0.5 0.4 0.7 0.094
H 0.718 0.459 2.841 1.5 -1.0 -1.7 0.145
H 0.771 -1.184 2.268 -0.4 -2.1 1.1 0.038



# 4
21
Properties=species:S:1:pos:R:3:forces:R:3:lowdin_charge:R:1 method="wB97M-V/def2-TZVPD" charge=-1 homo_lumo_gap_ha=0.2968 e_tot_ha=-1145.1898 e_above_lowest_kcal_mol=3.94 lumo_energy_ev=3.2
Cl -0.789 2.165 -0.476 0.0 -0.3 0.0 -0.584
C 1.789 0.995 -2.736 -0.9 -0.5 0.0 -0.139
C 1.542 -0.367 -2.053 0.6 0.4 -0.1 -0.096
O 2.838 -0.685 -1.499 -0.2 -0.5 0.1 0.054
C 3.718 0.283 -1.753 0.4 0.3 0.0 -0.594
O 4.874 0.262 -1.434 -0.4 0.0 -0.1 0.126
O 3.141 1.288 -2.432 0.4 0.4 0.0 0.058
H 1.092 1.729 -2.333 0.2 0.2 0.2 0.037
H 1.674 0.944 -3.822 0.1 0.0 0.1 0.121
H 1.294 -1.137 -2.781 -0.2 -0.1 0.2 0.119
H 0.835 -0.292 -1.232 -0.2 0.0 -0.1 0.084
C -2.937 -0.161 1.730 0.0 0.2 -1.4 -0.143
C -1.629 -0.909 1.547 0.1 -0.1 0.0 -0.129
O -1.084 -0.954 2.877 -0.5 0.3 0.3 0.048
C -2.006 -0.465 3.768 1.1 -0.6 -0.2 -0.564
O -1.813 -0.404 4.947 -0.3 0.0 -0.4 0.136
O -3.123 -0.114 3.127 -0.7 0.2 0.6 0.067
H -3.726 -0.701 1.200 -0.3 0.0 0.6 0.124
H -2.920 0.842 1.300 0.3 0.1 0.3 0.094
H -0.960 -0.396 0.861 0.1 0.2 0.1 0.064
H -1.810 -1.925 1.193 0.2 -0.1 0.2 0.120